Record 1
{
  "formula": "C38H49N4O4SSbSe5Y",
  "method": "ωB97M-V/def2-TZVPD",
  "symbols": ["Y", "C", "C", "C", "C", "C", "C", "C", "Se", "C", "C", "C", "C", "C", "C", "O", "C", "C", "C", "C", "C", "C", "C", "C", "C", "O", "C", "C", "C", "C", "C", "C", "H", "H", "H", "H", "H", "H", "H", "H", "H", "H", "H", "H", "H", "H", "H", "H", "H", "H", "H", "H", "H", "H", "H", "H", "H", "H", "H", "H", "H", "H", "H", "H", "H", "H", "H", "H", "H", "H", "H", "H", "N", "C", "C", "C", "C", "C", "C", "S", "O", "O", "N", "C", "N", "C", "C", "C", "N", "H", "H", "H", "H", "H", "H", "H", "H", "H", "Se", "Sb", "Se", "Se", "Se"],
  "coordinates": [[1.513819, 1.000018, 0.325325], [-0.704847, -2.044630, 6.961863], [-1.147351, -0.588876, 6.804429], [-0.382160, 0.255556, 7.831629], [-2.650937, -0.503132, 7.101281], [-0.874741, -0.061141, 5.395549], [-0.365547, -0.851028, 4.379918], [-0.109330, -0.299037, 3.137836], [0.351827, -1.394732, 1.618039], [2.136596, -2.046322, 1.930665], [2.429508, -2.913199, 2.971703], [3.715749, -3.396207, 3.129602], [4.659327, -3.022500, 2.170326], [4.398928, -2.170368, 1.104523], [3.093124, -1.639185, 0.996139], [2.756237, -0.729980, 0.071260], [5.495707, -1.749414, 0.124899], [5.081773, -2.096190, -1.311982], [6.822034, -2.463436, 0.407984], [5.750838, -0.240784, 0.247590], [4.133176, -4.297002, 4.294537], [4.644216, -5.639528, 3.751037], [2.961978, -4.566939, 5.239729], [5.251709, -3.624534, 5.101104], [-0.355875, 1.043421, 2.838230], [-0.049489, 1.513125, 1.626802], [-0.928408, 1.855727, 3.845685], [-1.161198, 1.270649, 5.086124], [-1.234459, 3.326886, 3.567919], [-2.234701, 3.444829, 2.409344], [-1.852481, 4.024126, 4.784844], [0.060437, 4.073108, 3.219970], [-0.927436, -2.388670, 7.974889], [0.371072, -2.146959, 6.798861], [-1.226338, -2.702736, 6.263509], [-0.568590, -0.118776, 8.843072], [-0.690871, 1.301302, 7.797874], [0.691738, 0.224314, 7.635271], [-2.861614, -0.886998, 8.104037], [-3.221608, -1.090713, 6.378628], [-3.008210, 0.527535, 7.053290], [-0.146033, -1.897383, 4.539546], [1.644434, -3.173634, 3.668696], [5.663607, -3.407467, 2.282276], [4.946896, -3.176011, -1.417706], [5.864172, -1.781153, -2.008846], [4.152884, -1.602305, -1.587924], [6.721831, -3.549382, 0.338599], [7.217945, -2.211702, 1.394434], [7.558363, -2.147324, -0.334407], [4.876839, 0.332284, -0.053035], [6.585507, 0.047087, -0.398796], [5.996610, 0.030321, 1.276099], [3.876963, -6.127842, 3.145927], [4.911243, -6.306540, 4.576054], [5.529255, -5.506590, 3.126567], [2.139480, -5.070841, 4.726925], [2.582393, -3.638278, 5.673819], [3.292752, -5.211052, 6.058289], [6.123762, -3.419034, 4.477780], [5.568499, -4.272799, 5.923910], [4.911174, -2.676865, 5.518736], [-1.574495, 1.885061, 5.873878], [-3.172563, 2.944675, 2.664979], [-1.840541, 2.993246, 1.501163], [-2.453377, 4.499642, 2.216029], [-2.797169, 3.562548, 5.082368], [-2.055625, 5.067607, 4.530934], [-1.174203, 4.016993, 5.640262], [0.556459, 3.624188, 2.363537], [0.753614, 4.049846, 4.063954], [-0.165640, 5.117809, 2.983614], [-1.009413, 6.331237, -5.976236], [-0.545583, 5.306025, -5.154694], [0.090267, 4.192023, -5.704705], [0.592478, 3.197095, -4.886822], [0.470375, 3.315125, -3.511716], [-0.162770, 4.415860, -2.949146], [-0.665916, 5.406996, -3.766748], [1.092440, 2.057401, -2.464358], [1.834355, 2.748430, -1.373699], [1.884046, 1.152617, -3.262611], [-0.040150, 1.355506, -1.636525], [-0.850774, 0.373529, -2.214610], [-1.311737, -0.515663, -1.343449], [-2.088796, -1.481283, -1.798766], [-2.418551, -1.588010, -3.142683], [-1.870454, -0.616365, -3.968405], [-1.094548, 0.360553, -3.523654], [-1.212628, 6.061660, -6.924727], [-1.734011, 6.905308, -5.577233], [0.189974, 4.111139, -6.780864], [1.077216, 2.322763, -5.299045], [-0.254468, 4.492690, -1.873216], [-1.153026, 6.272369, -3.332941], [-2.460601, -2.189559, -1.065121], [-3.049117, -2.378916, -3.520078], [-2.066605, -0.614911, -5.036246], [3.475401, -0.414026, 6.418871], [3.840978, 1.518270, 5.009101], [5.875876, 2.184107, 3.943512], [2.450975, 2.805338, 6.516764], [2.877193, 1.179751, 2.719974]],
  "forces_ev_per_a": [[-0.8, -0.1, -1.2], [0.0, 0.0, 0.0], [0.0, 0.0, 0.0], [0.0, 0.0, 0.0], [0.0, 0.0, 0.0], [0.0, -0.1, 0.0], [0.0, 0.0, 0.2], [0.0, -0.3, -0.4], [-0.1, -0.3, 0.2], [-0.2, -0.1, 0.0], [-0.1, 0.0, 0.1], [0.1, 0.0, 0.1], [0.0, 0.1, -0.1], [0.0, 0.0, 0.1], [-0.1, 0.3, -0.3], [0.3, 0.0, 0.1], [0.0, 0.0, 0.0], [0.0, 0.0, 0.0], [0.0, 0.0, 0.0], [0.0, 0.0, 0.0], [-0.1, 0.0, -0.1], [0.0, 0.0, 0.0], [0.0, 0.0, 0.0], [0.0, 0.0, 0.0], [-0.1, 0.2, -0.2], [-0.3, 0.2, 0.5], [0.1, -0.1, 0.1], [0.1, 0.1, -0.1], [0.0, 0.1, 0.1], [0.0, 0.0, 0.0], [0.0, 0.0, 0.0], [0.0, 0.1, 0.0], [0.0, 0.0, 0.0], [0.0, 0.0, 0.0], [0.0, 0.0, 0.0], [0.0, 0.0, 0.0], [0.0, 0.0, 0.0], [-0.1, 0.0, 0.0], [0.0, 0.0, 0.0], [0.0, 0.0, 0.0], [0.0, 0.0, 0.0], [0.0, 0.0, 0.0], [0.0, 0.0, 0.0], [0.0, 0.0, 0.0], [0.0, 0.0, 0.0], [0.0, 0.0, 0.0], [0.0, 0.0, 0.0], [0.0, 0.0, 0.0], [0.0, 0.0, 0.0], [0.0, 0.0, 0.0], [0.0, 0.0, 0.0], [0.0, 0.0, 0.0], [0.0, 0.0, 0.0], [0.0, 0.0, 0.0], [0.0, 0.0, 0.0], [0.0, 0.0, 0.0], [0.0, 0.0, 0.0], [0.0, 0.0, 0.0], [0.0, 0.0, 0.0], [0.0, 0.0, 0.0], [0.0, 0.0, 0.0], [0.0, 0.0, 0.0], [0.0, 0.0, 0.0], [0.0, 0.0, 0.0], [0.0, 0.0, 0.0], [0.0, 0.0, 0.0], [0.0, 0.0, 0.0], [0.0, 0.0, 0.0], [0.0, 0.0, 0.0], [0.0, 0.0, 0.0], [0.0, 0.0, 0.0], [0.0, 0.0, 0.0], [0.0, 0.0, 0.0], [0.0, 0.0, 0.0], [0.0, 0.0, 0.0], [0.0, 0.0, 0.0], [-0.1, 0.0, 0.1], [0.0, 0.0, 0.0], [0.0, 0.0, 0.0], [0.7, 0.0, -0.3], [0.0, -0.4, 0.0], [-0.1, 0.3, 0.0], [-0.4, -0.9, 0.0], [0.6, 0.4, 0.3], [-0.2, -0.2, 0.6], [-0.1, 0.1, -0.2], [0.1, 0.1, 0.0], [-0.2, -0.2, 0.0], [0.0, 0.3, -0.2], [0.0, 0.0, 0.0], [0.0, 0.0, 0.0], [0.0, 0.0, 0.0], [0.0, 0.0, 0.0], [0.0, 0.0, 0.0], [0.0, 0.0, 0.0], [0.0, 0.0, 0.0], [0.0, 0.0, 0.0], [0.0, 0.0, 0.0], [0.0, 0.0, 0.1], [-0.5, -0.1, -0.2], [0.1, 0.0, -0.2], [0.1, 0.0, 0.1], [0.9, 0.4, 1.0]],
  "lowdin_charge": [1.246, -0.066, -0.552, -0.058, -0.053, -0.168, -0.056, -0.429, 1.142, -0.440, -0.057, -0.170, 0.024, -0.087, -0.430, -0.357, -0.531, -0.043, -0.075, -0.043, -0.553, -0.053, -0.068, -0.051, -0.425, -0.373, -0.084, 0.020, -0.530, -0.043, -0.071, -0.043, 0.082, 0.072, 0.083, 0.083, 0.073, 0.025, 0.079, 0.087, 0.076, 0.089, 0.088, 0.092, 0.086, 0.081, 0.073, 0.083, 0.085, 0.080, 0.063, 0.084, 0.066, 0.087, 0.079, 0.075, 0.086, 0.065, 0.083, 0.079, 0.084, 0.011, 0.094, 0.087, 0.072, 0.079, 0.083, 0.081, 0.081, 0.056, 0.056, 0.084, 0.090, -0.322, -0.030, -0.053, -0.299, -0.049, -0.030, 0.570, -0.414, -0.295, -0.179, -0.452, 0.118, -0.129, -0.063, -0.135, 0.134, 0.084, 0.085, 0.109, 0.114, 0.121, 0.110, 0.109, 0.091, 0.104, 0.050, -0.296, -0.033, 0.003, 0.313],
  "energy_ha": -14681.62527,
  "charge": -1,
  "homo_lumo_gap_ha": [0.2056, 0.1975],
  "lumo_energy_ev": [0.342, 0.145],
  "e_above_lowest_kj_mol": 152.8
}

***

Record 2
{
  "formula": "C15H22FN3O4",
  "method": "ωB97M-V/def2-TZVPD",
  "symbols": ["C", "C", "C", "C", "N", "C", "N", "O", "N", "C", "C", "O", "C", "O", "C", "O", "C", "C", "C", "C", "C", "C", "F", "H", "H", "H", "H", "H", "H", "H", "H", "H", "H", "H", "H", "H", "H", "H", "H", "H", "H", "H", "H", "H", "H"],
  "coordinates": [[1.875955, 0.495272, -3.674759], [0.952917, -0.488633, -2.929536], [1.274895, -1.886812, -3.477592], [-0.543262, -0.133984, -3.028561], [-1.186282, -0.107116, -4.377200], [-2.458245, -0.702223, -4.645001], [-3.220325, -0.309620, -5.718064], [-2.822751, -1.599132, -3.985286], [1.261396, -0.192213, -1.566936], [0.995499, -1.297424, -0.562640], [1.237570, -0.758018, 0.842250], [2.660798, -0.485641, 0.829427], [0.392030, 0.357734, 1.146978], [0.390084, 0.635024, 2.497984], [-0.701823, 1.449431, 3.037251], [-1.094694, 2.456852, 2.431356], [-0.912624, 1.206618, 4.414562], [-0.717258, -0.105455, 4.931367], [-0.354948, -0.258778, 6.252978], [-0.494293, 0.743581, 7.187612], [-0.780940, 2.044361, 6.602842], [-1.090550, 2.230653, 5.281072], [-1.305564, 3.520316, 4.895572], [2.842777, 0.108661, -3.732109], [1.504450, 0.624564, -4.680120], [1.884682, 1.468011, -3.154268], [1.410702, -1.785356, -4.607766], [2.231735, -2.213802, -3.043431], [0.537975, -2.613933, -3.243587], [-0.749651, 0.838080, -2.632862], [-1.112258, -0.845090, -2.387203], [-0.831862, 0.629031, -5.068687], [-3.899077, -0.995099, -6.003680], [-3.306650, 0.673223, -5.940543], [2.187069, 0.122934, -1.442855], [-0.040946, -1.735852, -0.834577], [1.686826, -2.037253, -0.764538], [1.103681, -1.588159, 1.495723], [2.849349, -0.168640, 1.773131], [0.696441, 1.131180, 0.627859], [-0.659952, 0.215097, 0.825844], [-0.580752, -1.033632, 4.292401], [0.051755, -1.214819, 6.560870], [-0.470450, 0.622128, 8.306617], [-0.693432, 2.983931, 7.268103]],
  "forces_ev_per_a": [[-2.3, 0.9, 0.1], [0.2, 1.0, -1.0], [1.1, 0.9, -1.1], [-1.4, -0.6, -1.0], [-0.2, 1.0, -2.0], [2.6, 2.1, -0.7], [1.0, 1.1, -0.5], [-1.2, -3.3, 2.6], [-1.4, -1.6, 2.4], [-2.1, 2.0, -1.9], [1.4, -2.6, -1.9], [-0.2, 1.2, 2.6], [-3.6, -1.3, 1.0], [-2.1, 0.9, 3.4], [1.9, 3.1, -4.5], [0.6, -3.3, 1.0], [-0.6, -3.3, 0.2], [1.6, -0.1, -0.7], [-0.5, -1.4, 0.7], [-0.6, 3.0, -0.8], [0.1, 0.2, 3.7], [0.8, 2.0, 1.2], [0.2, -1.2, 0.0], [1.7, -0.6, 0.0], [0.0, 0.2, -0.5], [0.0, -0.3, -0.3], [-0.3, -0.4, 1.5], [-0.2, 0.0, -0.3], [-0.8, -0.7, 0.1], [0.5, 0.7, 0.6], [0.3, 0.4, -0.7], [-0.9, -1.5, 1.6], [-0.2, 0.4, 0.2], [-0.1, -0.5, -0.2], [1.2, 0.2, 0.1], [1.5, 0.8, 1.1], [1.4, -2.0, 0.0], [-0.4, -0.7, 0.9], [-0.1, -0.6, -2.0], [1.6, 4.2, -2.7], [0.5, -0.4, -0.1], [-0.3, 1.7, 0.5], [-0.4, -0.2, 0.1], [0.5, 0.1, -1.5], [-0.5, -1.7, -1.1]],
  "nbo_charge": [-0.604, 0.104, -0.634, -0.219, -0.677, 0.786, -0.870, -0.639, -0.650, -0.221, 0.068, -0.728, -0.097, -0.546, 0.777, -0.526, -0.261, -0.127, -0.238, -0.170, -0.263, 0.427, -0.302, 0.209, 0.200, 0.214, 0.220, 0.209, 0.218, 0.199, 0.224, 0.384, 0.409, 0.392, 0.375, 0.202, 0.187, 0.173, 0.477, 0.198, 0.184, 0.240, 0.218, 0.238, 0.238],
  "energy_ha": -1149.79820,
  "charge": 0,
  "homo_lumo_gap_ha": 0.3108,
  "lumo_energy_ev": -0.294,
  "e_above_lowest_kj_mol": 301.5
}

***

Record 3
{
  "formula": "C20H28NO5RuS",
  "method": "ωB97M-V/def2-TZVPD",
  "symbols": ["Ru", "C", "O", "C", "C", "O", "C", "H", "H", "H", "H", "H", "H", "H", "H", "H", "H", "O", "C", "O", "C", "C", "C", "C", "C", "C", "S", "H", "H", "H", "H", "C", "C", "C", "O", "H", "H", "H", "H", "H", "H", "H", "C", "C", "C", "C", "N", "C", "C", "H", "H", "H", "H", "H", "H", "H"],
  "coordinates": [[-0.211690, -0.286518, -0.365493], [-0.374436, 0.353150, 3.179247], [0.401030, 0.472169, 2.002799], [1.773944, 0.661336, 2.272257], [2.529016, 0.597324, 0.941688], [2.393099, -0.644799, 0.292816], [3.147821, -1.693657, 0.862307], [-0.218475, 1.225573, 3.828057], [-0.120834, -0.562342, 3.729103], [-1.419659, 0.293876, 2.878816], [2.133873, -0.107286, 2.976690], [1.929992, 1.650961, 2.730478], [3.590938, 0.831901, 1.111995], [2.081649, 1.319571, 0.244165], [4.182956, -1.369116, 1.035128], [3.142641, -2.508935, 0.138957], [2.726292, -2.059397, 1.806071], [-1.673688, -1.514006, 1.361754], [-2.380741, -0.905478, 0.529737], [-2.367110, -1.109654, -0.717897], [-3.342251, 0.140490, 1.035915], [-4.410246, -0.185185, 1.851862], [-5.291346, 0.797364, 2.274302], [-5.100132, 2.112873, 1.873948], [-4.008983, 2.459153, 1.101120], [-3.104687, 1.477523, 0.686639], [-1.663848, 1.925655, -0.193840], [-4.537207, -1.212129, 2.157733], [-6.113773, 0.537948, 2.924872], [-5.804404, 2.874997, 2.175005], [-3.826668, 3.487627, 0.827333], [-0.735626, 0.381222, -3.544734], [0.780959, 0.396749, -3.275337], [1.469758, 1.545335, -4.040438], [1.062226, 0.475890, -1.944057], [-0.945102, 0.157420, -4.589499], [-1.166741, 1.351320, -3.291971], [-1.207381, -0.385469, -2.912997], [1.202437, -0.554865, -3.671161], [1.079791, 2.498468, -3.688439], [1.281769, 1.449203, -5.106942], [2.542200, 1.514698, -3.862235], [0.136564, -6.215744, -3.165594], [0.147898, -4.963333, -2.348271], [-0.731351, -4.761914, -1.291489], [-0.657266, -3.595465, -0.548018], [0.222587, -2.637952, -0.807893], [1.066742, -2.812187, -1.821107], [1.067087, -3.948107, -2.607283], [-0.536516, -6.954046, -2.736452], [1.140931, -6.635334, -3.224602], [-0.191152, -5.999242, -4.182088], [-1.470012, -5.506796, -1.040090], [-1.314523, -3.421548, 0.294558], [1.775783, -2.009100, -1.982071], [1.782831, -4.042702, -3.411204]],
  "forces_ev_per_a": [[0.6, 1.4, -1.2], [-0.5, 0.0, 0.3], [0.4, -0.3, -0.4], [0.4, 0.0, -0.3], [-0.2, 0.4, 0.4], [-0.2, -0.2, 0.0], [0.1, -0.2, 0.1], [0.0, -0.1, -0.1], [0.0, 0.1, -0.1], [0.2, 0.1, 0.1], [-0.1, 0.1, -0.1], [0.0, -0.2, -0.1], [-0.2, 0.0, -0.1], [0.3, 0.0, 0.2], [-0.1, 0.0, 0.0], [0.0, 0.0, 0.1], [0.0, 0.1, -0.1], [0.6, 0.1, -0.1], [-1.9, -0.1, 0.9], [0.9, 0.1, -0.4], [0.2, 0.3, -0.1], [0.0, 0.0, 0.0], [0.0, -0.1, 0.0], [-0.1, 0.0, 0.1], [0.2, -0.2, -0.1], [-0.1, -0.2, 0.1], [1.0, -0.7, -0.3], [-0.1, -0.1, 0.1], [-0.1, 0.0, 0.0], [0.0, 0.1, 0.1], [0.0, 0.1, 0.0], [0.5, -0.1, 0.2], [-0.4, 0.0, -1.5], [-0.2, -0.5, 0.4], [-0.9, -0.7, 2.7], [-0.1, 0.0, -0.1], [0.0, 0.0, 0.0], [-0.1, 0.1, -0.2], [-0.1, 0.2, 0.0], [0.0, 0.1, 0.0], [0.0, 0.0, -0.1], [0.1, 0.0, 0.0], [0.0, 0.0, 0.0], [0.1, 0.2, 0.1], [0.2, 0.1, 0.0], [-0.3, -0.4, 0.2], [-0.1, 0.7, 0.0], [0.3, -0.2, -0.3], [0.0, 0.0, 0.1], [0.0, -0.1, 0.0], [0.0, -0.1, 0.0], [0.0, 0.0, -0.1], [-0.1, -0.1, 0.1], [0.0, 0.1, -0.1], [0.0, 0.1, -0.1], [0.1, 0.0, -0.1]],
  "lowdin_spin": [3.819, 0.003, 0.044, 0.002, 0.004, 0.033, 0.002, 0.001, 0.000, 0.000, 0.000, 0.001, 0.000, 0.001, 0.001, 0.000, 0.000, 0.094, 0.009, 0.133, 0.015, -0.002, 0.015, -0.001, 0.021, 0.034, 0.316, 0.000, 0.001, 0.000, 0.003, 0.010, 0.027, 0.010, 0.312, 0.000, 0.001, 0.003, 0.009, 0.000, 0.001, 0.000, 0.001, 0.003, 0.002, 0.006, 0.058, 0.006, 0.001, 0.000, 0.000, 0.000, 0.000, 0.000, 0.000, 0.000],
  "energy_ha": -1702.81458,
  "charge": 0,
  "spin_multiplicity": 6,
  "homo_lumo_gap_ha": [0.2929, 0.2119],
  "lumo_energy_ev": [0.526, -1.458],
  "e_above_lowest_kj_mol": 119.5,
  "s_squared": 8.7656
}